No. 1
This record from the OMol25 dataset describes a molecular structure, C55H43CuN4O2P2Si in a non-equilibrium geometry. The level of theory is ωB97M-V/def2-TZVPD.

Positions of all 108 atoms, in Å:
Cu  0.142  -1.010  0.054
C  3.103  -0.548  2.244
Si  1.358  0.104  1.665
C  1.893  1.945  1.332
C  2.570  2.648  2.328
C  3.071  3.919  2.140
C  2.877  4.554  0.924
C  2.182  3.898  -0.071
C  1.696  2.600  0.120
P  0.942  1.893  -1.381
C  2.430  1.286  -2.291
C  3.581  2.053  -2.446
C  4.707  1.512  -3.042
C  4.689  0.206  -3.511
C  3.548  -0.566  -3.358
C  2.434  -0.033  -2.733
C  0.299  3.344  -2.279
C  -0.606  4.138  -1.572
C  -1.278  5.160  -2.212
C  -1.073  5.391  -3.564
C  -0.203  4.581  -4.274
C  0.472  3.554  -3.640
C  0.496  0.459  3.373
C  1.128  0.475  4.613
C  0.440  0.744  5.783
C  -0.925  0.982  5.747
C  -1.585  0.941  4.535
C  -0.878  0.691  3.363
P  -1.814  0.593  1.792
C  -2.807  2.116  1.895
C  -3.986  2.249  1.157
C  -4.617  3.473  1.053
C  -4.065  4.600  1.644
C  -2.861  4.493  2.324
C  -2.233  3.268  2.438
C  -2.908  -0.768  2.341
C  -2.267  -2.005  2.425
C  -2.977  -3.152  2.720
C  -4.339  -3.076  2.966
C  -4.971  -1.846  2.936
C  -4.267  -0.696  2.614
H  3.609  0.082  2.969
H  3.764  -0.641  1.386
H  3.001  -1.533  2.687
H  2.703  2.173  3.288
H  3.610  4.418  2.935
H  3.261  5.551  0.753
H  2.005  4.408  -1.009
H  3.605  3.072  -2.087
H  5.606  2.107  -3.136
H  5.572  -0.222  -3.970
H  3.530  -1.587  -3.715
H  1.561  -0.642  -2.552
H  -0.767  3.952  -0.516
H  -1.971  5.775  -1.658
H  -1.601  6.195  -4.058
H  -0.053  4.746  -5.331
H  1.146  2.919  -4.199
H  2.187  0.268  4.674
H  0.968  0.763  6.729
H  -1.470  1.188  6.659
H  -2.656  1.105  4.495
H  -4.401  1.384  0.655
H  -5.541  3.555  0.495
H  -4.565  5.555  1.563
H  -2.408  5.375  2.759
H  -1.285  3.193  2.953
H  -1.202  -2.057  2.237
H  -2.470  -4.106  2.756
H  -4.899  -3.973  3.192
H  -6.028  -1.781  3.158
H  -4.782  0.254  2.594
O  -4.104  -6.480  -1.393
N  -2.902  -6.709  -1.151
O  -2.484  -7.879  -1.049
C  -1.985  -5.675  -0.999
C  -0.635  -6.037  -0.849
C  0.374  -5.094  -0.729
C  1.756  -5.411  -0.614
C  2.669  -4.394  -0.519
C  2.234  -3.065  -0.572
N  0.954  -2.739  -0.657
C  0.039  -3.711  -0.711
C  -1.340  -3.323  -0.762
N  -1.589  -2.013  -0.606
C  -2.837  -1.579  -0.681
C  -3.897  -2.434  -0.932
C  -3.669  -3.789  -1.081
C  -2.360  -4.288  -0.966
H  -0.384  -7.087  -0.858
H  2.066  -6.447  -0.605
H  3.722  -4.611  -0.415
H  2.933  -2.243  -0.532
H  -2.992  -0.516  -0.555
H  -4.902  -2.044  -0.994
H  -4.480  -4.470  -1.278
N  -0.222  0.849  -1.228
C  -1.237  0.759  -2.187
C  -1.177  -0.150  -3.244
C  -2.191  -0.209  -4.178
C  -3.299  0.614  -4.069
C  -3.404  1.470  -2.984
C  -2.386  1.541  -2.053
H  -0.337  -0.824  -3.331
H  -2.112  -0.906  -5.002
H  -4.085  0.573  -4.810
H  -4.279  2.095  -2.867
H  -2.462  2.202  -1.200

Results
HOMO-LUMO gap (alpha / beta) = 0.182 / 0.224 hartree
multiplicity = 2
charge = -1
M = 945.55 g mol⁻¹
E = -138884.5758 eV
largest force on an atom = 0.0229 hartree/bohr


No. 2
This record from the OMol25 dataset describes a molecular structure, C28H21N9O2RuS. The level of theory is ωB97M-V/def2-TZVPD.

Positions of all 62 atoms, in Å:
Ru  -1.358  -0.590  0.856
C  -4.020  0.659  -2.263
C  -3.459  0.173  -3.449
C  -2.331  -0.596  -3.376
C  -1.741  -0.895  -2.133
N  -2.260  -0.372  -0.995
C  -3.394  0.371  -1.086
N  -0.664  -1.738  -2.195
C  -0.126  -2.321  -1.181
N  -0.403  -2.160  0.156
C  0.492  -2.916  0.893
N  0.648  -2.964  2.161
C  -0.023  -2.199  3.080
C  0.235  -2.540  4.419
C  -0.351  -1.850  5.445
C  -1.208  -0.792  5.137
C  -1.423  -0.493  3.822
N  -0.857  -1.170  2.788
C  1.317  -3.698  -0.042
C  2.311  -4.629  0.181
C  2.928  -5.173  -0.940
C  2.557  -4.791  -2.229
C  1.553  -3.852  -2.441
C  0.948  -3.319  -1.322
H  -4.924  1.250  -2.261
H  -3.916  0.389  -4.405
H  -1.861  -1.020  -4.251
H  -3.794  0.723  -0.149
H  0.917  -3.359  4.587
H  -0.148  -2.117  6.473
H  -1.696  -0.210  5.905
H  -2.077  0.316  3.546
H  2.595  -4.913  1.184
H  3.715  -5.905  -0.814
H  3.062  -5.235  -3.077
H  1.257  -3.549  -3.436
N  2.873  4.418  -3.793
C  2.589  3.594  -2.738
C  2.216  2.259  -2.960
C  1.902  1.438  -1.902
C  1.948  1.942  -0.603
C  2.308  3.263  -0.363
C  2.629  4.082  -1.424
S  1.552  0.897  0.721
O  1.953  1.483  1.961
O  1.890  -0.454  0.393
N  -0.146  0.888  0.714
C  -0.919  1.919  1.187
N  -0.553  3.179  1.314
C  -1.498  3.993  1.780
C  -2.781  3.568  2.106
C  -3.061  2.227  1.934
N  -2.129  1.394  1.478
H  3.064  4.003  -4.688
H  3.349  5.284  -3.610
H  2.190  1.873  -3.972
H  1.636  0.401  -2.072
H  2.339  3.632  0.652
H  2.921  5.109  -1.245
H  -1.215  5.033  1.894
H  -3.525  4.255  2.479
H  -4.032  1.805  2.168

Results
relative energy (zero: lowest compared OMol25 entry of this formula, charge and spin) = 0.0 kcal per mole
HOMO-LUMO gap (alpha / beta) = 0.264 / 0.225 hartree
multiplicity = 2
charge = +1
M = 648.67 g mol⁻¹
E = -60296.3680 eV
largest force on an atom = 0.0021 hartree/bohr


No. 3
This record from the OMol25 dataset describes 2 unconnected molecules or ions with the total composition C4H10Cl in a non-equilibrium geometry. The level of theory is ωB97M-V/def2-TZVPD.

Positions of all 15 atoms, in Å:
Cl  -2.429  3.035  -1.049
H  -1.477  2.324  -0.618
C  -1.246  -0.926  0.485
C  0.145  -0.897  -0.099
C  0.670  0.250  -1.036
C  1.065  -0.831  1.245
H  -1.233  0.046  1.128
H  -1.955  -0.458  -0.285
H  0.263  -1.879  -0.607
H  1.658  0.022  -1.457
H  0.021  0.527  -1.877
H  0.821  1.183  -0.441
H  2.072  -1.295  1.075
H  1.173  0.258  1.532
H  0.452  -1.360  2.005

Results
relative energy (zero: lowest compared OMol25 entry of this formula, charge and spin) = 47.0 kcal per mole
HOMO-LUMO gap (alpha / beta) = 0.402 / 0.362 hartree
multiplicity = 2
charge = 0
M = 93.58 g mol⁻¹
E = -16829.2992 eV
largest force on an atom = 0.1346 hartree/bohr


No. 4
This record from the OMol25 dataset describes a molecular structure, C25H33Br66N2 in a non-equilibrium geometry. The level of theory is ωB97M-V/def2-TZVPD.

Positions of all 126 atoms, in Å:
N  1.454  3.468  3.359
C  1.312  2.714  2.088
C  2.510  2.969  1.083
C  3.209  1.541  0.895
N  4.053  1.339  2.147
H  1.777  4.410  3.179
H  2.191  3.002  3.879
H  0.352  2.962  1.637
H  1.295  1.654  2.388
H  3.198  3.684  1.542
H  2.162  3.290  0.087
H  2.446  0.756  0.857
H  3.793  1.452  -0.044
H  3.684  0.519  2.635
H  3.957  2.108  2.804
H  5.033  1.155  1.923
C  -1.102  -0.404  0.585
Br  -1.574  0.969  1.850
Br  -0.059  0.293  -0.882
Br  -0.203  -1.886  1.428
H  -2.027  -0.782  0.166
C  7.538  3.310  3.762
Br  7.267  2.454  2.043
Br  6.054  4.447  4.259
Br  7.934  2.018  5.139
H  8.405  3.950  3.663
C  -5.843  0.622  0.519
Br  -6.402  2.009  1.743
Br  -4.664  1.311  -0.849
Br  -5.019  -0.872  1.423
H  -6.733  0.244  0.035
C  -5.370  0.908  -4.839
Br  -7.100  1.729  -4.584
Br  -3.922  2.132  -4.440
Br  -5.191  -0.723  -3.822
H  -5.292  0.644  -5.886
C  1.688  -2.551  -1.593
Br  1.076  -3.783  -2.950
Br  2.896  -3.395  -0.341
Br  2.459  -0.955  -2.368
H  0.816  -2.241  -1.030
C  -3.829  2.656  -8.357
Br  -2.728  4.193  -8.775
Br  -5.657  3.143  -7.962
Br  -3.739  1.327  -9.757
H  -3.417  2.206  -7.463
C  0.806  0.632  5.472
Br  2.668  0.149  5.189
Br  -0.390  -0.806  4.985
Br  0.488  1.251  7.269
H  0.592  1.461  4.808
C  0.028  -2.013  10.297
Br  0.386  -2.619  8.495
Br  0.952  -0.359  10.691
Br  -1.868  -1.875  10.643
H  0.423  -2.763  10.971
C  8.489  -1.879  1.027
Br  7.841  -2.203  2.819
Br  7.056  -1.365  -0.171
Br  9.956  -0.613  1.013
H  8.882  -2.815  0.655
C  -2.135  -5.289  -3.529
Br  -3.143  -3.676  -3.177
Br  -3.173  -6.871  -3.145
Br  -1.414  -5.307  -5.323
H  -1.293  -5.292  -2.850
C  0.580  -6.336  1.802
Br  1.785  -7.326  0.660
Br  1.521  -5.080  2.949
Br  -0.797  -5.466  0.765
H  0.101  -7.049  2.458
C  3.406  -3.224  11.981
Br  5.256  -3.712  11.715
Br  2.209  -4.660  11.479
Br  3.073  -2.617  13.784
H  3.198  -2.391  11.322
C  -4.776  -7.937  0.592
Br  -4.649  -6.013  0.436
Br  -6.216  -8.648  -0.483
Br  -3.093  -8.807  0.199
H  -5.011  -8.155  1.624
C  -2.871  3.939  8.561
Br  -2.587  3.711  6.661
Br  -1.741  2.765  9.601
Br  -2.676  5.784  9.098
H  -3.894  3.653  8.764
C  -0.367  3.274  -11.910
Br  -0.857  2.017  -13.294
Br  0.419  2.385  -10.384
Br  0.775  4.678  -12.585
H  -1.281  3.742  -11.568
C  1.823  3.132  -3.650
Br  3.141  2.753  -2.280
Br  0.654  1.629  -3.951
Br  0.835  4.745  -3.263
H  2.365  3.301  -4.571
C  0.308  7.553  -0.471
Br  -1.358  8.410  -0.002
Br  1.820  8.729  -0.221
Br  0.541  5.880  0.474
H  0.259  7.316  -1.526
C  4.744  -5.705  -4.548
Br  4.096  -6.021  -2.753
Br  3.323  -5.175  -5.746
Br  6.204  -4.437  -4.564
H  5.134  -6.644  -4.915
C  -6.546  1.480  8.911
Br  -6.235  1.279  7.014
Br  -5.390  0.333  9.951
Br  -6.398  3.327  9.464
H  -7.564  1.170  9.103
C  -4.494  5.912  -4.010
Br  -3.827  5.353  -5.737
Br  -3.638  7.536  -3.400
Br  -6.419  6.070  -4.008
H  -4.238  5.134  -3.303
C  -4.952  -6.075  -7.927
Br  -5.600  -4.688  -6.745
Br  -3.749  -5.372  -9.267
Br  -4.150  -7.529  -6.940
H  -5.810  -6.477  -8.448
C  3.804  0.120  -8.922
Br  3.089  1.514  -7.787
Br  5.116  0.812  -10.159
Br  4.499  -1.356  -7.887
H  2.981  -0.262  -9.511

Results
HOMO-LUMO gap = 0.317 hartree
charge = +1
M = 5635.22 g mol⁻¹
E = -4652231.8573 eV
largest force on an atom = 0.0501 hartree/bohr


No. 5
This record from the OMol25 dataset describes a single C4H9NOS2 molecule. The level of theory is ωB97M-V/def2-TZVPD.

Positions of all 17 atoms, in Å:
N  -1.589  -1.908  0.068
C  -0.896  -1.456  1.256
C  -1.482  -0.119  1.739
S  -1.330  1.253  0.564
C  0.424  1.618  0.670
O  1.271  0.597  0.101
C  1.229  0.448  -1.212
S  1.977  -0.752  -1.996
H  -1.329  -1.314  -0.722
H  -1.234  -2.814  -0.221
H  0.194  -1.376  1.136
H  -1.052  -2.208  2.068
H  -2.556  -0.255  1.866
H  -1.036  0.139  2.693
H  0.760  1.647  1.695
H  0.598  2.583  0.164
H  0.626  1.216  -1.755

Results
relative energy (zero: lowest compared OMol25 entry of this formula, charge and spin) = 30.5 kcal per mole
HOMO-LUMO gap = 0.336 hartree
SMILES = NCCSCOC=S
charge = 0
M = 151.26 g mol⁻¹
E = -29501.1606 eV
largest force on an atom = 0.0164 hartree/bohr